Density functional theory data (the ωB97M-V functional and the def2-TZVPD basis) for a single C14H17N3O5S molecule.

The geometry in XYZ format:
```
40
Properties=species:S:1:pos:R:3:lowdin_charge:R:1
C -2.50971 -0.60540 4.05331 -0.083
O -2.40775 -1.65828 3.12373 -0.079
C -2.24832 -1.35140 1.80865 -0.270
C -2.14326 -2.43639 0.93560 -0.013
C -1.96608 -2.21818 -0.41483 -0.068
C -1.87719 -0.93266 -0.92289 -0.047
C -1.97196 0.14819 -0.05527 -0.309
N -1.84113 1.44900 -0.55248 -0.042
S -0.57982 1.71871 -1.61268 0.689
O -0.95117 1.22022 -2.90477 -0.299
O -0.22347 3.09635 -1.52680 -0.258
C 0.75214 0.70939 -0.92574 -0.120
C 1.51393 -0.20137 -1.58430 -0.199
C 1.36718 -0.50268 -3.03345 0.005
N 2.47828 -0.88854 -0.90303 0.013
C 3.31450 -1.86755 -1.56843 -0.007
C 2.71059 -0.70964 0.45970 -0.432
O 3.55691 -1.34131 1.04820 0.095
N 1.93047 0.22538 1.08782 0.045
C 2.16958 0.41459 2.50818 0.010
C 0.93723 0.98288 0.47545 -0.414
O 0.29032 1.78760 1.11605 0.061
C -2.16386 -0.05923 1.30758 0.036
H -3.38804 0.01770 3.85855 0.097
H -1.61205 0.02102 4.05170 0.093
H -2.61529 -1.08252 5.02636 0.094
H -2.20620 -3.43233 1.34287 0.115
H -1.89525 -3.06158 -1.08518 0.106
H -1.74405 -0.75143 -1.97587 0.101
H -1.83064 2.15966 0.16716 0.115
H 0.54580 0.07399 -3.44616 0.061
H 2.28280 -0.25051 -3.56628 0.102
H 1.17080 -1.56311 -3.18217 0.099
H 3.87354 -1.40796 -2.38244 0.100
H 2.71377 -2.68981 -1.95609 0.100
H 4.01092 -2.25378 -0.82536 0.093
H 3.24012 0.50143 2.68533 0.098
H 1.65171 1.32157 2.81059 0.091
H 1.78803 -0.44093 3.06622 0.104
H -2.22148 0.80209 1.95348 0.113
```

SMILES: COc1cccc(NS(=O)(=O)c2c(C)n(C)c(=O)n(C)c2=O)c1
Relative energy (zero: lowest compared OMol25 entry of this formula, charge and spin), kcal per mole: 0.0
E_LUMO, eV: 0.39
Frontier orbital gap, eV: 8.9
F_max, eV/A: 1.02
Calculated total energy, hartree: -1482.3692
Molar mass, g mol⁻¹: 339.4

Density functional theory data (the ωB97M-V functional and the def2-TZVPD basis) for a molecular structure, C14H17NO2Sr.

The geometry in XYZ format:
```
35
Properties=species:S:1:pos:R:3:lowdin_charge:R:1
C 0.48540 -1.46510 -1.58532 -0.226
C 0.32962 1.87637 -1.57036 -0.121
C -0.63241 -1.34615 -2.58257 -0.088
H 0.98950 -2.41438 -1.87626 0.095
C -0.88765 1.65863 -1.07922 -0.113
H 0.80659 2.85133 -1.38707 0.102
H -0.69179 -2.11633 -3.35047 0.100
H -1.35656 2.42485 -0.44544 0.108
C -1.57939 -0.26877 -2.65400 -0.223
H -2.56882 -0.69095 -2.91136 0.117
H -1.35872 0.46187 -3.45176 0.117
C 1.54615 -0.34141 -1.59724 -0.242
H 2.47323 -0.76584 -2.01995 0.099
H 1.74695 -0.02962 -0.54948 0.027
C 1.17279 0.93213 -2.37429 -0.196
H 0.72415 0.68215 -3.34803 0.109
H 2.11757 1.45614 -2.59282 0.109
C -1.76496 0.47045 -1.28174 -0.167
H -2.81288 0.81744 -1.23603 0.116
H -1.67393 -0.23902 -0.43711 0.099
Sr 2.21502 -1.87069 1.15091 1.068
H 0.27167 -1.65136 -0.41705 0.082
O -1.77953 -0.76108 1.91376 0.064
C -0.58106 -1.01542 1.98448 -0.623
O 0.02498 -2.15298 1.70966 -0.337
C 0.36468 0.09188 2.40895 -0.216
C 0.18939 0.84385 3.56125 0.014
C 1.17397 1.77045 3.89666 -0.033
C 2.19434 2.05172 2.98202 -0.053
C 2.27134 1.32660 1.80492 -0.135
N 1.41993 0.29426 1.58848 -0.136
H -0.71596 0.66448 4.14616 0.134
H 1.13298 2.28330 4.86154 0.118
H 2.91614 2.85282 3.16042 0.113
H 2.98460 1.52358 0.99657 0.117
```

Relative energy (zero: lowest compared OMol25 entry of this formula, charge and spin), kcal per mole: 0.0
E_LUMO (spin up / spin down), eV: -0.20 / -0.23
Frontier orbital gap (spin up / spin down), eV: 7.3 / 4.1
F_max, eV/A: 2.80
Calculated total energy, hartree: -779.5008
Molar mass, g mol⁻¹: 318.9

Density functional theory data (the ωB97M-V functional and the def2-TZVPD basis) for a molecular structure, C14H17NOS4.

The geometry in XYZ format:
```
37
Properties=species:S:1:pos:R:3:lowdin_charge:R:1
C 4.58383 -0.00806 1.26584 -0.181
C 3.16475 0.52186 1.12784 -0.167
N 2.32825 -0.39530 0.31679 -0.176
C 1.10424 0.10850 -0.05228 -1.008
S 0.77366 1.71678 -0.26830 0.726
S -0.12869 -1.11788 -0.36765 0.849
C 2.44060 -1.82784 0.60209 -0.197
C 3.90280 -2.21795 0.73352 -0.185
O 4.59157 -1.38292 1.66643 -0.139
H 5.12008 0.13362 0.30767 0.130
H 5.10241 0.51319 2.08404 0.131
H 2.72252 0.64006 2.13573 0.138
H 3.16421 1.49987 0.63868 0.075
H 1.90448 -2.08522 1.53367 0.134
H 2.00330 -2.39284 -0.22677 0.093
H 3.97324 -3.23374 1.15031 0.132
H 4.36455 -2.18090 -0.26997 0.131
C -2.86516 3.12558 1.56893 -0.087
C -2.71521 1.86917 2.16407 -0.074
C -2.35705 0.76330 1.38203 -0.067
C -2.17417 0.91827 0.00941 -0.397
C -1.68113 -0.24243 -0.84031 -1.148
S -1.42731 0.14416 -2.58461 0.868
C -2.64529 -0.99710 -3.27137 -0.508
C -2.75798 -2.21385 -2.37582 -0.535
S -2.72148 -1.72290 -0.65093 0.857
C -2.37578 2.15446 -0.58822 -0.130
C -2.69623 3.26447 0.19008 -0.078
H -3.08750 4.00650 2.18152 0.104
H -2.85775 1.74711 3.24369 0.106
H -2.18865 -0.21901 1.84400 0.113
H -3.59262 -0.45319 -3.32980 0.077
H -2.32889 -1.27920 -4.28319 0.083
H -3.71059 -2.73520 -2.51105 0.078
H -1.93406 -2.91427 -2.55921 0.077
H -2.20785 2.25552 -1.66715 0.069
H -2.79110 4.23739 -0.29971 0.107
```

E_LUMO, eV: 0.40
Frontier orbital gap, eV: 8.3
F_max, eV/A: 1.31
Calculated total energy, hartree: -2266.3885
Molar mass, g mol⁻¹: 343.6

Density functional theory data (the ωB97M-V functional and the def2-TZVPD basis) for a molecular structure, C14H18BN7O2W.

The geometry in XYZ format:
```
43
Properties=species:S:1:pos:R:3:lowdin_charge:R:1
H -1.24746 -2.57989 -1.60541 0.113
N -1.04619 -0.48965 -1.25331 -0.131
B -1.52808 1.91834 -0.45160 -0.433
N -1.95770 0.55832 -1.07982 -0.009
C -3.18967 0.05589 -1.20286 -0.018
W 0.90627 -0.20305 -1.03461 1.606
H -4.03773 0.72427 -1.14693 0.149
C -3.11664 -1.31685 -1.43354 0.012
H -3.94122 -1.99900 -1.54505 0.124
C -1.76666 -1.64147 -1.48882 -0.038
H -2.39339 2.75869 -0.55682 0.143
C 1.41350 -1.21717 -2.68039 -0.228
H 1.18134 -2.28611 -2.58147 0.049
H 2.51015 -1.08611 -2.59448 0.041
H 1.07089 -0.81079 -3.63405 0.049
N -0.19282 2.34659 -1.15562 0.031
N -1.36800 1.61301 1.07456 0.023
N 1.03418 1.61013 -1.10744 -0.224
N -0.22868 1.15622 1.63366 0.070
C -0.05446 3.30196 -2.07180 0.020
C -2.35508 1.46427 1.98358 0.019
H -0.88207 3.97260 -2.24985 0.159
H -3.36561 1.72930 1.72353 0.149
C 1.22181 3.25933 -2.62455 0.020
C -1.80543 0.94930 3.15722 0.024
C 1.93382 2.27622 -1.96447 -0.002
C -0.44655 0.79106 2.92124 0.007
H 1.58389 3.88498 -3.42910 0.136
H -2.33332 0.72954 4.06610 0.126
H 2.95957 1.95784 -2.01670 0.141
H 0.34775 0.40306 3.54566 0.141
H 0.69271 1.37813 1.25876 0.124
O 0.37170 -3.36144 -0.11885 0.075
C 1.05797 -2.74695 0.68215 -0.432
C 1.75174 -3.27315 1.93252 -0.058
C 2.35506 -2.05694 2.60264 -0.065
C 2.13375 -0.89740 1.64146 -0.473
O 2.52101 0.26559 1.71174 0.043
N 1.37038 -1.37759 0.57379 -0.055
H 1.02607 -3.79109 2.57188 0.144
H 2.52460 -3.98444 1.60689 0.148
H 1.85509 -1.82327 3.55340 0.135
H 3.43352 -2.16225 2.78677 0.147
```

Relative energy (zero: lowest compared OMol25 entry of this formula, charge and spin), kcal per mole: 0.0
Net charge: +2
E_LUMO (spin up / spin down), eV: -7.52 / -7.53
Frontier orbital gap (spin up / spin down), eV: 7.1 / 8.6
F_max, eV/A: 7.85
Calculated total energy, hartree: -1169.4543
Molar mass, g mol⁻¹: 511.0
2S+1: 3

Density functional theory data (the ωB97M-V functional and the def2-TZVPD basis) for a molecular structure, C14H18BeK2N4O4S.

The geometry in XYZ format:
```
44
Properties=species:S:1:pos:R:3:lowdin_charge:R:1
K -4.68909 2.07054 -4.27042 0.920
K 1.20898 4.19175 -5.53659 0.943
Be -2.32539 5.17340 -0.73256 0.519
S -0.81048 1.84389 -2.33688 0.060
O -1.99665 1.95473 -1.58984 -0.348
O -0.25042 3.17721 -2.25419 -0.384
O 0.06167 0.79990 -1.77761 -0.296
O -1.18321 1.44956 -3.69546 -0.404
C -0.47945 4.03674 5.13734 -0.059
C -1.10943 3.71414 3.85055 -0.285
N -1.58732 3.40986 2.84002 0.106
H -1.04093 4.83157 5.62835 0.089
H 0.48252 4.44159 4.82296 0.081
H -0.30030 3.12713 5.71059 0.089
N 0.54141 -3.20345 -3.57952 0.032
C -0.04988 -4.31624 -3.10007 -0.119
C 0.46815 -5.39473 -3.67335 -0.104
C 1.34032 -4.95421 -4.59323 -0.087
C 1.39579 -3.55186 -4.57400 -0.059
H 0.37009 -2.23866 -3.33468 0.156
H -0.73879 -4.27208 -2.26950 0.124
H 0.23615 -6.43865 -3.52229 0.123
H 1.90965 -5.39763 -5.39675 0.111
H 1.85587 -2.75146 -5.13443 0.119
N 3.05921 1.69071 1.35871 0.036
C 3.53957 2.95984 1.19901 -0.082
C 4.45299 3.26028 2.22283 -0.062
C 4.57565 2.08543 2.92814 -0.094
C 3.71356 1.13950 2.41926 -0.082
H 2.42856 1.19616 0.74405 0.157
H 3.14428 3.47190 0.33418 0.115
H 4.99717 4.19247 2.25848 0.109
H 5.18681 1.98658 3.81307 0.111
H 3.42988 0.15091 2.74879 0.122
N -2.54149 -1.54528 0.73408 0.045
C -3.92001 -1.71010 0.72669 -0.079
C -4.27668 -2.84695 1.48709 -0.063
C -3.07223 -3.31517 2.05392 -0.079
C -2.01377 -2.55570 1.55764 -0.062
H -1.97822 -0.76289 0.43295 0.146
H -4.65129 -1.02983 0.31578 0.108
H -5.26784 -3.21750 1.70317 0.106
H -3.16390 -4.24309 2.59885 0.107
H -0.95152 -2.61030 1.74487 0.113
```

Net charge: +2
E_LUMO, eV: -9.86
Frontier orbital gap, eV: 1.8
F_max, eV/A: 5.54
Calculated total energy, hartree: -2676.2603
Molar mass, g mol⁻¹: 425.6

Density functional theory data (the ωB97M-V functional and the def2-TZVPD basis) for a molecular structure, C14H18BeN4O12S3Zn2.

The geometry in XYZ format:
```
54
Properties=species:S:1:pos:R:3:lowdin_charge:R:1
Zn -38.27127 -16.45722 3.26806 0.938
Zn -36.83711 -16.69498 7.26316 0.985
Be -38.81441 -21.02964 7.03868 1.119
S -36.92070 -19.52813 8.78977 0.303
O -36.62896 -20.41309 7.63825 -0.370
O -36.11805 -19.86271 9.93118 -0.258
O -36.58571 -18.13871 8.38685 -0.381
O -38.37097 -19.68719 8.96858 -0.353
S -38.45588 -18.35283 4.96587 0.286
O -39.53260 -17.49663 4.43807 -0.353
O -37.45393 -18.08211 3.94195 -0.321
O -37.96850 -17.77564 6.20415 -0.355
O -38.82889 -19.74091 5.08349 -0.311
S -37.30717 -14.52638 4.77004 0.340
O -37.01441 -13.13316 4.78562 -0.249
O -38.72648 -14.85037 4.47943 -0.381
O -36.72148 -15.25364 3.60930 -0.371
O -36.90913 -15.24156 6.02244 -0.383
C -41.46530 -16.96874 7.02463 -0.010
C -41.14792 -18.38882 7.05613 -0.224
N -40.91551 -19.51345 7.06080 0.177
H -40.58912 -16.35520 6.81218 0.091
H -41.95843 -16.58302 7.91356 0.099
H -42.12474 -16.80350 6.16895 0.095
N -34.88564 -20.85454 5.55418 0.021
C -33.76893 -21.64566 5.66486 -0.140
C -33.22360 -21.81933 4.41212 -0.124
C -33.92088 -20.98619 3.51033 -0.104
C -34.98706 -20.51539 4.23212 -0.154
H -35.65481 -20.70952 6.20223 0.070
H -33.49493 -22.03214 6.63356 0.105
H -32.30543 -22.37399 4.28775 0.088
H -33.68027 -20.77867 2.48184 0.090
H -35.84519 -19.98822 3.84111 0.087
N -40.20928 -21.57566 2.56787 0.002
C -41.08692 -21.12923 1.60252 -0.116
C -41.02061 -22.03859 0.56070 -0.109
C -40.32996 -23.16204 1.03416 -0.126
C -39.76128 -22.83910 2.24241 -0.137
H -40.02301 -21.09935 3.43334 0.101
H -41.55147 -20.16576 1.74032 0.093
H -41.44421 -21.96846 -0.42809 0.092
H -40.09130 -24.04937 0.46904 0.093
H -39.00963 -23.34727 2.82283 0.099
N -42.19814 -18.60553 4.11249 -0.011
C -43.29348 -19.38287 4.38006 -0.140
C -44.33240 -18.87684 3.62858 -0.116
C -43.84680 -17.84233 2.80701 -0.092
C -42.48514 -17.74568 3.08287 -0.140
H -41.29980 -18.77103 4.53131 0.069
H -43.18394 -20.09679 5.18006 0.100
H -45.30377 -19.29401 3.85261 0.093
H -44.37622 -17.31868 2.02969 0.092
H -41.77983 -17.09268 2.59797 0.100
```

E_LUMO, eV: -5.02
Frontier orbital gap, eV: 2.9
F_max, eV/A: 5.46
Calculated total energy, hartree: -6434.0984
Molar mass, g mol⁻¹: 670.3

Density functional theory data (the ωB97M-V functional and the def2-TZVPD basis) for a molecular structure, C14H18BrHfNO5S.

The geometry in XYZ format:
```
41
Properties=species:S:1:pos:R:3:lowdin_charge:R:1
Hf 0.47195 0.63424 0.33434 1.879
N 2.38932 0.96901 1.48166 -0.052
C 3.64641 0.66322 0.67559 -0.113
C 3.76008 1.56148 -0.67443 -0.004
C 2.36233 1.38457 -1.08782 -0.693
O 1.59471 2.29141 -0.65357 -0.073
O 1.87127 0.28670 -1.32292 0.006
H 2.34829 1.94993 1.72455 0.119
H 2.23259 0.38675 2.31445 0.129
H 3.60585 -0.37424 0.40747 0.108
H 4.60513 0.77292 1.27771 0.157
H 4.57597 1.10204 -1.25060 0.151
H 3.79074 2.66416 -0.46886 0.152
O -1.16156 1.56188 0.88873 -0.670
S -2.19302 2.75231 1.25492 1.170
C -2.00053 3.90675 -0.11755 -0.319
C -3.43053 4.32940 -0.46568 -0.214
C -4.08914 2.98813 -0.64802 -0.193
C -3.80201 2.07887 0.65050 -0.223
H -1.43336 3.43740 -0.94873 0.117
H -1.29081 4.65821 0.32621 0.117
H -3.46121 4.96671 -1.40133 0.163
H -3.87281 4.93110 0.30383 0.120
H -3.62839 2.36397 -1.48849 0.148
H -5.14877 3.08914 -0.80687 0.120
H -3.65091 1.01463 0.39599 0.111
H -4.45233 2.23935 1.49764 0.090
Br 3.56166 -5.92081 -0.15684 0.731
C 1.71405 -5.26048 -0.17107 -0.582
C 0.64284 -5.99157 -0.70543 -0.058
C -0.68697 -5.49607 -0.68212 -0.022
C -0.83843 -4.18619 -0.24511 -0.012
C 0.24788 -3.33187 0.05756 -0.126
C 1.54889 -3.89345 0.17160 -0.040
C 0.11164 -1.89800 0.32693 -0.477
O 0.97883 -1.27826 1.10624 -0.131
O -0.68713 -1.09736 -0.24699 -0.052
H 0.80091 -7.00522 -1.03336 0.113
H -1.58781 -6.07657 -0.88428 0.127
H -1.87587 -3.85239 -0.14060 0.128
H 2.43022 -3.32177 0.40474 0.098
```

Relative energy (zero: lowest compared OMol25 entry of this formula, charge and spin), kcal per mole: 21.6
Net charge: +2
E_LUMO, eV: -6.88
Frontier orbital gap, eV: 7.1
F_max, eV/A: 3.48
Calculated total energy, hartree: -3995.0434
Molar mass, g mol⁻¹: 570.8

Density functional theory data (the ωB97M-V functional and the def2-TZVPD basis) for a single C14H18BrNO4S molecule.

The geometry in XYZ format:
```
39
Properties=species:S:1:pos:R:3:lowdin_charge:R:1
C 0.54379 3.04223 -2.89504 0.015
C 1.39972 2.18202 -2.37596 -0.204
C 1.62902 1.98326 -0.91135 -0.175
C 1.63074 0.50655 -0.49462 -0.193
N 0.32835 -0.11525 -0.39812 -0.216
C -0.50989 -0.27045 -1.56953 -0.262
C -0.93084 -1.72739 -1.74779 -0.020
C -1.75501 0.61718 -1.48266 -0.505
O -2.81458 0.34370 -1.97379 0.138
O -1.48511 1.75983 -0.85449 -0.101
C -2.60242 2.59582 -0.57515 -0.022
S -0.44890 0.03648 1.06462 0.640
O -1.83595 -0.27052 0.89054 -0.261
O -0.05779 1.24478 1.72459 -0.293
C 0.25863 -1.34126 1.99460 -0.280
C 1.11234 -2.26326 1.41820 -0.057
C 1.60053 -3.32189 2.16728 -0.066
C 1.22725 -3.46052 3.49535 -0.070
C 0.36066 -2.55183 4.07591 -0.111
C -0.12295 -1.49534 3.31558 -0.638
Br -1.32964 -0.27193 4.08516 0.858
H 0.42921 3.16357 -3.95900 0.057
H -0.07853 3.66079 -2.27152 0.061
H 2.02628 1.57958 -3.02521 0.105
H 0.87622 2.50921 -0.32585 0.104
H 2.61215 2.39224 -0.65736 0.123
H 2.06462 0.42248 0.50426 0.118
H 2.24063 -0.08170 -1.19111 0.132
H 0.05856 0.07005 -2.44318 0.152
H -1.60258 -1.80495 -2.59790 0.085
H -1.45980 -2.05902 -0.85827 0.083
H -0.06132 -2.35897 -1.91209 0.081
H -3.28619 2.07306 0.09557 0.104
H -3.12407 2.84900 -1.50052 0.099
H -2.20249 3.48390 -0.09281 0.099
H 1.38326 -2.14648 0.38168 0.103
H 2.26780 -4.03824 1.71369 0.107
H 1.60607 -4.28345 4.08175 0.108
H 0.05224 -2.65326 5.10452 0.103
```

SMILES: C=CCCN([C@@H](C)C(=O)OC)S(=O)(=O)c1ccccc1Br
Relative energy (zero: lowest compared OMol25 entry of this formula, charge and spin), kcal per mole: 38.0
E_LUMO, eV: 0.65
Frontier orbital gap, eV: 10.0
F_max, eV/A: 1.15
Calculated total energy, hartree: -3872.1530
Molar mass, g mol⁻¹: 376.3